Record 1
C4H10N2O | the ωB97M-V functional and the def2-TZVPD basis

Computed properties:
* HOMO level: -8.7 eV
* SMILES: CC(C)/N=C\NO
* orbital gap: 9.4 eV
* lowest unoccupied orbital energy: 0.7241 eV
* net charge: 0

The geometry in XYZ format:
```
17
C4H10N2O | OMol25 | the ωB97M-V functional and the def2-TZVPD basis
C -0.83 1.75 0.27
C 0.09 0.54 -0.06
C 1.53 0.83 0.34
N -0.40 -0.52 0.92
C -0.86 -1.72 0.50
N -0.68 -2.07 -0.81
O 0.34 -1.31 -1.66
H -0.97 2.18 1.44
H -1.90 1.46 0.21
H -0.62 2.62 -0.35
H -0.40 0.18 -1.03
H 1.70 1.98 0.21
H 1.62 0.77 1.49
H 2.35 -0.01 0.04
H -1.67 -2.26 1.00
H -0.50 -3.01 -1.17
H 1.19 -1.42 -1.34
```

=====

Record 2
C4H10N2O | the ωB97M-V functional and the def2-TZVPD basis

Computed properties:
* HOMO level: -8.5 eV
* orbital gap: 8.6 eV
* lowest unoccupied orbital energy: 0.1183 eV
* net charge: 0

The geometry in XYZ format:
```
17
C4H10N2O | OMol25 | the ωB97M-V functional and the def2-TZVPD basis
C -0.58 0.32 0.20
C -1.29 0.18 -1.11
C -0.66 1.62 0.95
N -0.27 -0.82 0.86
C 1.33 -0.70 0.18
N 1.37 -1.63 -0.91
O 2.18 -0.58 1.07
H -0.04 -0.79 1.85
H 1.04 0.36 -0.38
H 2.28 -1.58 -1.36
H 1.19 -2.56 -0.56
H -1.21 1.08 -1.72
H -2.35 0.01 -0.88
H -0.91 -0.69 -1.64
H -1.53 1.57 1.62
H -0.79 2.47 0.28
H 0.24 1.75 1.56
```

=====

Record 3
C4H10N2O | the ωB97M-V functional and the def2-TZVPD basis

Computed properties:
* HOMO level: -8.9 eV
* SMILES: CCCNC(N)=O
* orbital gap: 9.6 eV
* lowest unoccupied orbital energy: 0.7412 eV
* net charge: 0

The geometry in XYZ format:
```
17
C4H10N2O | OMol25 | the ωB97M-V functional and the def2-TZVPD basis
C -2.79 -1.50 -1.07
C -1.27 -1.42 -1.10
C -0.62 -0.09 -0.62
N 0.58 -0.20 0.23
C 1.18 0.96 0.71
N 2.49 1.21 0.35
O 0.80 1.35 1.86
H -3.20 -1.23 -0.15
H -3.20 -2.45 -1.31
H -3.28 -0.70 -1.81
H -0.82 -2.30 -0.67
H -1.14 -1.44 -2.14
H -1.46 0.42 -0.12
H -0.37 0.44 -1.58
H 0.63 -0.90 0.95
H 2.89 0.92 -0.57
H 3.11 1.68 0.94
```

=====

Record 4
C4H10N2O | the ωB97M-V functional and the def2-TZVPD basis

Computed properties:
* HOMO level (alpha / beta): -9.2 / -9.2 eV
* SMILES: [H]/N=C(\C)N=O.CC
* orbital gap (alpha / beta): 8.2 / 8.1 eV
* lowest unoccupied orbital energy (alpha / beta): -1.0570 / -1.0740 eV
* net charge: 0

The geometry in XYZ format:
```
17
C4H10N2O | OMol25 | the ωB97M-V functional and the def2-TZVPD basis
H -0.94 1.51 1.62
N -0.51 1.12 0.79
C -1.29 0.48 0.02
C -2.76 0.20 0.24
N -0.87 0.12 -1.25
O -1.15 -0.94 -1.77
H -2.93 -0.86 0.06
H -3.05 0.47 1.26
H -3.36 0.77 -0.47
C 2.35 -0.29 0.66
C 1.87 -0.43 -0.78
H 2.63 0.73 0.87
H 3.22 -0.93 0.83
H 1.57 -0.58 1.35
H 1.61 -1.46 -1.01
H 0.97 0.19 -0.92
H 2.62 -0.09 -1.48
```

=====

Record 5
C4H10N2O | the ωB97M-V functional and the def2-TZVPD basis

Computed properties:
* HOMO level: -9.3 eV
* SMILES: C[C@H](N)CC(N)=O
* orbital gap: 10.3 eV
* lowest unoccupied orbital energy: 0.9877 eV
* net charge: 0

The geometry in XYZ format:
```
17
C4H10N2O | OMol25 | the ωB97M-V functional and the def2-TZVPD basis
C 0.87 -1.08 1.17
C 0.58 -0.64 -0.30
N 1.69 -0.62 -1.21
C -0.06 0.79 -0.20
C -1.46 0.60 0.23
N -2.39 1.44 -0.45
O -1.95 -0.26 0.93
H 1.14 -0.23 1.80
H 1.72 -1.79 1.28
H 0.03 -1.60 1.57
H -0.13 -1.38 -0.70
H 2.14 -1.52 -1.43
H 2.46 -0.08 -0.85
H 0.62 1.39 0.44
H 0.05 1.42 -1.09
H -3.32 1.47 -0.08
H -1.98 2.07 -1.11
```

=====

Record 6
C4H10N2O | the ωB97M-V functional and the def2-TZVPD basis

Computed properties:
* HOMO level: -8.4 eV
* orbital gap: 9.3 eV
* lowest unoccupied orbital energy: 0.9328 eV
* net charge: 0

The geometry in XYZ format:
```
17
C4H10N2O | OMol25 | the ωB97M-V functional and the def2-TZVPD basis
C 1.61 0.89 -2.12
C -0.44 0.44 -1.14
C 0.47 -0.56 1.81
C -1.78 -0.69 1.07
H 2.01 1.11 -1.19
H 1.66 -0.26 -2.29
H 2.22 1.31 -2.92
H -1.62 0.73 -1.20
H 0.38 -1.10 2.81
H 1.56 -0.38 1.57
H 0.31 0.65 1.95
H -2.47 -0.35 -0.09
H -2.04 -1.91 1.56
H -1.80 0.33 1.90
N 0.23 -0.27 -0.27
N -0.42 -1.02 0.68
O 0.12 1.09 -2.14
```

=====

Record 7
C4H10N2O | the ωB97M-V functional and the def2-TZVPD basis

Computed properties:
* HOMO level: -8.2 eV
* SMILES: C=C(CO)N(C)N
* orbital gap: 9.1 eV
* lowest unoccupied orbital energy: 0.8807 eV
* net charge: 0

The geometry in XYZ format:
```
17
C4H10N2O | OMol25 | the ωB97M-V functional and the def2-TZVPD basis
C -0.98 1.57 0.91
C -0.22 0.60 0.42
C 1.58 0.91 0.55
O 2.42 -0.20 0.63
N -0.34 -0.61 -0.10
C 0.19 -0.98 -1.41
N -2.02 -1.02 0.12
H -0.56 2.52 1.22
H -2.05 1.42 1.03
H 1.81 1.48 -0.34
H 1.65 1.49 1.47
H 1.95 -0.88 1.14
H 0.00 -0.20 -2.15
H 1.26 -1.18 -1.35
H -0.27 -1.91 -1.75
H -1.98 -2.00 0.41
H -2.45 -1.02 -0.80
```

=====

Record 8
C4H10N2O | the ωB97M-V functional and the def2-TZVPD basis

Computed properties:
* HOMO level: -9.5 eV
* SMILES: [H]/N=N\O.C=C(C)C
* orbital gap: 10.5 eV
* lowest unoccupied orbital energy: 0.9583 eV
* net charge: 0

The geometry in XYZ format:
```
17
C4H10N2O | OMol25 | the ωB97M-V functional and the def2-TZVPD basis
H 3.72 -1.37 0.58
N 3.37 -0.43 0.77
N 2.51 -0.01 0.07
O 2.36 -0.87 -1.09
H 1.50 -0.50 -1.44
C -0.50 -1.10 0.01
C -1.06 0.08 -0.02
C -0.91 0.89 1.29
C -1.83 0.71 -1.12
H -0.61 -1.94 -0.72
H 0.11 -1.46 0.81
H -0.97 2.00 1.16
H -0.16 0.69 1.99
H -1.75 0.64 1.97
H -1.28 1.67 -1.17
H -1.60 0.33 -2.14
H -2.89 0.68 -0.96
```

=====

Record 9
C4H10N2O | the ωB97M-V functional and the def2-TZVPD basis

Computed properties:
* HOMO level: -9.7 eV
* SMILES: NCC[C@H](N)C=O
* orbital gap: 10.5 eV
* lowest unoccupied orbital energy: 0.7843 eV
* net charge: 0

The geometry in XYZ format:
```
17
C4H10N2O | OMol25 | the ωB97M-V functional and the def2-TZVPD basis
N 1.00 0.60 -2.25
C 1.37 0.03 -0.93
C 0.26 -0.76 -0.21
C -0.78 0.03 0.61
N -0.20 1.01 1.48
C -1.53 -1.05 1.39
O -2.34 -1.75 0.87
H 0.01 0.34 -2.35
H 0.87 1.59 -2.15
H 2.31 -0.50 -0.97
H 1.48 0.87 -0.24
H -0.26 -1.37 -0.95
H 0.80 -1.45 0.44
H -1.51 0.39 -0.09
H -0.91 1.63 1.81
H 0.55 1.58 1.13
H -1.13 -1.20 2.41
```

=====

Record 10
C4H10N2O | the ωB97M-V functional and the def2-TZVPD basis

Computed properties:
* HOMO level: -9.1 eV
* SMILES: CN(C=O)CCN
* orbital gap: 9.9 eV
* lowest unoccupied orbital energy: 0.8312 eV
* net charge: 0

The geometry in XYZ format:
```
17
C4H10N2O | OMol25 | the ωB97M-V functional and the def2-TZVPD basis
C 0.82 -1.68 1.28
N 0.55 -0.74 0.21
C 0.84 -1.11 -1.07
O 1.33 -2.17 -1.39
C 0.13 0.61 0.54
C -1.18 1.07 -0.08
N -0.99 1.62 -1.43
H 0.03 -1.61 2.03
H 0.88 -2.68 0.85
H 1.77 -1.50 1.78
H 0.58 -0.33 -1.81
H 0.87 1.34 0.18
H 0.11 0.69 1.62
H -1.64 1.79 0.61
H -1.93 0.28 -0.19
H -1.85 2.04 -1.74
H -0.33 2.40 -1.39
```

=====

Record 11
C4H10N2O | the ωB97M-V functional and the def2-TZVPD basis

Computed properties:
* HOMO level: -9.6 eV
* SMILES: C[C@@H](C=O)NCN
* orbital gap: 10.4 eV
* lowest unoccupied orbital energy: 0.8546 eV
* net charge: 0

The geometry in XYZ format:
```
17
C4H10N2O | OMol25 | the ωB97M-V functional and the def2-TZVPD basis
C -1.11 -1.09 -1.07
C -0.75 -0.28 0.19
C -1.45 -0.84 1.41
O -1.37 -0.30 2.48
N 0.73 -0.19 0.55
C 1.36 0.76 -0.40
N 1.67 2.10 0.06
H -1.21 -2.13 -0.72
H -2.04 -0.58 -1.40
H -0.44 -1.12 -1.93
H -0.96 0.80 0.14
H -1.92 -1.85 1.38
H 1.09 -1.10 0.27
H 0.77 0.84 -1.33
H 2.33 0.37 -0.72
H 0.82 2.52 0.40
H 2.47 2.08 0.68
```

=====

Record 12
C4H10N2O | the ωB97M-V functional and the def2-TZVPD basis

Computed properties:
* HOMO level (alpha / beta): -14.6 / -14.5 eV
* orbital gap (alpha / beta): 11.6 / 6.4 eV
* lowest unoccupied orbital energy (alpha / beta): -2.9857 / -8.1070 eV
* 2S+1: 2
* net charge: +1
* expectation value of S²: 0.7566

The geometry in XYZ format:
```
17
C4H10N2O | OMol25 | the ωB97M-V functional and the def2-TZVPD basis
C 0.03 -0.24 0.86
N 0.37 1.05 1.35
C -0.68 1.97 1.46
O -1.81 1.59 1.25
C -0.06 -0.37 -0.78
C 1.28 -1.02 -1.19
N -1.27 -0.91 -1.15
H -0.95 -0.55 1.18
H 0.70 -0.98 1.30
H 1.19 1.20 1.92
H -0.30 2.93 1.81
H -0.09 0.70 -1.03
H 1.66 -1.73 -0.46
H 1.25 -1.23 -2.26
H 1.95 -0.16 -1.21
H -1.30 -1.90 -1.38
H -1.96 -0.37 -1.66
```

=====

Record 13
C4H10N2O2 | the ωB97M-V functional and the def2-TZVPD basis

Computed properties:
* HOMO level: -9.3 eV
* orbital gap: 9.8 eV
* lowest unoccupied orbital energy: 0.4760 eV
* net charge: 0

The geometry in XYZ format:
```
18
C4H10N2O2 | OMol25 | the ωB97M-V functional and the def2-TZVPD basis
H -1.01 0.43 -0.83
O -2.00 -0.09 -1.01
N 0.13 0.88 -0.28
H -2.69 0.42 -0.57
C 1.09 -0.03 0.04
C 0.45 2.03 0.28
C 1.99 0.57 0.93
N 1.58 1.87 1.00
H 2.11 2.63 1.38
H -0.08 2.96 0.12
H 2.86 0.07 1.30
C 0.92 -1.48 -0.23
H 0.05 -1.76 -0.79
H 1.79 -1.95 -0.69
H 0.71 -1.97 0.73
O -2.67 -2.65 -0.28
H -2.33 -1.72 -0.29
H -2.65 -3.00 -1.17
```

=====

Record 14
C4H10N2O2 | the ωB97M-V functional and the def2-TZVPD basis

Computed properties:
* HOMO level: -9.5 eV
* SMILES: CC(N)=O.CC(N)=O
* orbital gap: 10.0 eV
* lowest unoccupied orbital energy: 0.4834 eV
* net charge: 0

The geometry in XYZ format:
```
18
C4H10N2O2 | OMol25 | the ωB97M-V functional and the def2-TZVPD basis
C 1.97 -0.55 -0.92
C 1.66 -1.94 -0.46
N 0.74 -2.07 0.54
O 2.34 -2.94 -0.74
H 2.94 -0.29 -0.38
H 1.15 0.02 -0.54
H 1.94 -0.36 -2.01
H 0.46 -2.90 1.00
H 0.47 -1.21 1.04
C -0.97 1.90 -0.63
C -1.66 1.63 0.77
N -1.99 0.26 1.10
O -1.62 2.43 1.67
H 0.01 2.35 -0.35
H -1.50 2.73 -1.18
H -0.93 1.02 -1.32
H -2.44 0.04 2.00
H -2.57 -0.15 0.41
```

=====

Sequential max |F| output: 0.1233; 0.0465; 0.1282; 0.0718; 0.0763; 0.1035; 0.1153; 0.0589; 0.0321; 0.0168; 0.0389; 0.0449; 0.0556; 0.0823 Eh/bohr
Sequential energy above the lowest of the compared OMol25 structures with the same formula, charge and spin output: 148.7; 92.9; 52.0; 107.9; 25.4; 170.7; 116.4; 109.8; 48.6; 29.8; 57.6; 24.1; 41.6; 31.9 kcal per mole